<A>
{"formula": "C28H20N7O6RuS", "method": "wB97M-V/def2-TZVPD", "symbols": ["N", "C", "C", "C", "H", "C", "H", "H", "C", "C", "N", "H", "H", "O", "H", "C", "C", "H", "H", "H", "C", "H", "O", "C", "C", "Ru", "C", "C", "C", "C", "O", "C", "S", "O", "C", "C", "H", "C", "N", "C", "H", "C", "H", "N", "C", "H", "H", "C", "C", "C", "H", "O", "C", "N", "O", "C", "N", "H", "H", "C", "N", "H", "H"], "coordinates": [[2.23, 2.59, -1.42], [4.56, 0.39, -3.11], [-0.74, 0.19, 3.99], [0.40, 0.16, 3.18], [1.54, 5.13, -1.47], [0.55, -4.13, -0.13], [-5.03, -1.10, -3.46], [-2.11, 1.81, -2.30], [-1.57, -3.76, -1.21], [-2.47, 0.79, -2.33], [3.82, 1.46, -2.41], [2.56, 0.10, 3.10], [3.94, -0.05, -3.88], [1.25, 0.11, 0.92], [-1.72, 0.19, 3.54], [-1.24, -2.41, -1.21], [-4.09, -0.83, -2.99], [-0.80, -5.71, -0.62], [-4.25, 1.26, -3.41], [-1.45, 0.24, 6.03], [0.25, 0.14, 1.74], [-0.54, 6.09, -0.55], [-4.05, -5.86, -2.68], [3.39, 3.33, -1.34], [-3.67, 0.48, -2.96], [0.03, 0.14, -0.70], [1.83, 0.15, 5.11], [-3.64, -3.22, -2.39], [-2.11, -1.44, -1.80], [-3.30, -1.83, -2.40], [-0.89, 0.14, 1.14], [4.37, 2.62, -1.97], [1.54, 0.03, -2.28], [-0.18, 0.34, 8.02], [-1.11, 2.81, -0.07], [0.78, -2.76, -0.15], [-1.84, 2.11, 0.31], [-2.83, -4.12, -1.81], [-3.30, -5.53, -1.80], [2.52, 1.42, -2.06], [4.88, -0.37, -2.39], [-0.38, 5.02, -0.54], [5.41, 2.85, -2.12], [-1.70, -0.14, -1.75], [1.68, 0.14, 3.74], [2.79, 0.12, 5.59], [1.29, -4.79, 0.30], [-0.60, 0.21, 5.36], [-1.34, 4.17, -0.02], [0.79, 4.48, -1.04], [-4.56, -3.56, -2.85], [1.96, 0.09, 7.80], [-0.61, -4.64, -0.65], [-0.09, -1.92, -0.68], [-2.90, -6.22, -0.88], [0.96, 3.11, -1.00], [0.84, 0.21, 7.37], [-2.27, 4.54, 0.40], [1.68, -2.33, 0.28], [0.68, 0.19, 5.89], [0.02, 2.27, -0.56], [5.43, 0.84, -3.57], [3.44, 4.28, -0.85]], "lowdin_charge": [0.044, 0.042, 0.032, -0.145, 0.135, 0.029, 0.152, 0.116, -0.023, -0.063, -0.077, 0.126, 0.097, -0.128, 0.130, -0.125, 0.082, 0.132, 0.137, 0.137, -0.495, 0.146, 0.151, 0.059, 0.019, 1.214, 0.044, 0.109, -0.123, -0.089, -0.089, 0.063, 0.945, 0.125, -0.090, -0.061, 0.119, -0.032, -0.330, -0.561, 0.120, 0.032, 0.167, -0.034, 0.025, 0.136, 0.138, 0.047, 0.020, 0.046, 0.154, 0.123, 0.081, -0.051, 0.119, -0.201, -0.339, 0.141, 0.128, -0.086, 0.005, 0.119, 0.157], "charge": 3, "orbital_gap_ev": [4.2284, 5.2164], "e_homo_ha": [-0.623, -0.623], "e_lumo_ha": [-0.4679, -0.4315]}

***

<B>
{"formula": "C28H20N7O6RuS", "method": "wB97M-V/def2-TZVPD", "symbols": ["N", "H", "N", "Ru", "H", "C", "H", "O", "C", "C", "C", "C", "H", "N", "N", "C", "C", "C", "C", "N", "C", "O", "H", "C", "N", "H", "C", "C", "C", "N", "H", "O", "O", "C", "C", "C", "O", "H", "H", "C", "H", "H", "H", "C", "C", "S", "C", "H", "H", "C", "C", "C", "H", "O", "C", "H", "C", "C", "C", "H", "H", "H", "H"], "coordinates": [[-0.08, -2.44, -0.16], [-3.71, 3.52, 1.28], [0.22, 2.61, 1.56], [-0.65, -0.41, 0.06], [1.93, -1.32, 0.23], [3.41, -0.05, 1.10], [0.58, -6.24, -0.23], [0.60, 3.71, -8.03], [-2.96, 4.22, 0.92], [-0.38, 1.20, -2.33], [-0.31, -3.20, 0.95], [0.95, 0.85, -4.35], [0.51, -2.39, -2.12], [-1.62, 3.78, 1.35], [-1.08, -5.50, 4.46], [-1.57, -2.49, 4.39], [-0.83, 4.43, 2.25], [2.55, 2.06, 1.79], [0.73, 2.33, -6.19], [-1.06, -1.19, 1.97], [1.32, 1.21, -5.63], [-0.42, -6.51, 4.56], [2.73, 3.04, 2.18], [0.32, 3.71, 2.39], [1.12, 2.72, -7.58], [-0.64, 3.96, -6.03], [-1.79, -1.14, 4.24], [3.63, 1.20, 1.66], [-0.83, -2.52, 2.11], [1.07, 0.46, 0.82], [2.05, 0.66, -6.20], [-0.09, 0.08, -1.84], [1.93, 2.01, -8.12], [0.00, 1.61, -3.67], [-0.81, -4.65, 3.27], [0.60, -4.40, -1.33], [-1.88, -5.08, 5.26], [4.61, 1.51, 1.98], [-1.78, -2.98, 5.32], [-0.21, 3.11, -5.53], [-3.14, 5.20, 1.36], [-0.15, -6.35, 2.23], [0.95, -4.83, -2.26], [-1.09, -3.23, 3.29], [-0.33, -5.29, 2.18], [-1.70, 1.49, -0.10], [-0.99, 2.67, 0.95], [-2.99, 4.29, -0.16], [1.39, -0.02, -3.89], [1.29, 1.66, 1.38], [-0.08, -4.57, 0.97], [2.13, -0.36, 0.69], [-2.18, -0.55, 5.06], [-1.11, 2.06, -1.62], [-1.54, -0.53, 3.02], [4.21, -0.77, 0.96], [-0.57, 2.74, -4.25], [0.35, -3.03, -1.27], [0.39, -5.17, -0.21], [1.15, 3.91, 3.04], [-1.72, 0.53, 2.89], [-1.31, 3.33, -3.72], [-1.13, 5.35, 2.73]], "lowdin_charge": [-0.036, 0.115, 0.060, 1.026, 0.107, 0.018, 0.149, 0.129, 0.057, -0.425, -0.141, 0.030, 0.120, -0.060, -0.328, 0.074, 0.058, 0.043, -0.079, -0.036, 0.048, 0.148, 0.125, 0.052, -0.338, 0.139, 0.012, 0.030, -0.122, 0.006, 0.138, -0.103, 0.126, -0.133, -0.033, 0.017, 0.111, 0.146, 0.127, 0.051, 0.118, 0.152, 0.135, -0.030, 0.106, 1.085, -0.439, 0.112, 0.124, -0.176, -0.096, -0.063, 0.133, -0.223, -0.091, 0.140, 0.033, -0.068, 0.071, 0.149, 0.105, 0.128, 0.165], "charge": 3, "orbital_gap_ev": 6.7741, "e_homo_ha": -0.631, "e_lumo_ha": -0.3820}

***

Here is how they stack up, most stable first: <A>, <B>.

***

<A>
{"formula": "C2H4FNO", "method": "wB97M-V/def2-TZVPD", "symbols": ["H", "H", "O", "F", "C", "H", "N", "C", "H"], "coordinates": [[1.82, 1.86, -0.01], [-1.29, -1.49, 0.85], [2.08, -0.99, 0.19], [-1.94, 0.30, 0.16], [-1.51, -0.94, -0.03], [-1.68, -1.34, -1.00], [1.01, 1.11, 0.03], [1.25, -0.18, 0.01], [0.26, 1.68, -0.20]], "lowdin_charge": [0.159, 0.039, 0.091, -0.068, -0.047, 0.042, 0.108, -0.383, 0.058], "orbital_gap_ev": [8.3748, 8.0802], "e_homo_ha": [-0.298, -0.271], "e_lumo_ha": [0.0094, 0.0262]}

***

<B>
{"formula": "C2H4FNO", "method": "wB97M-V/def2-TZVPD", "symbols": ["N", "C", "H", "H", "H", "O", "F", "H", "C"], "coordinates": [[0.87, -0.21, 0.14], [-1.95, 0.60, -0.31], [2.97, -0.45, -0.26], [-2.25, 0.22, -1.27], [-2.23, 1.55, 0.09], [0.28, 0.30, -0.83], [-1.89, -0.27, 0.66], [2.16, -1.06, 1.44], [2.04, -0.67, 0.33]], "lowdin_charge": [-0.169, -0.025, 0.073, 0.072, 0.074, -0.063, -0.007, 0.099, -0.055], "orbital_gap_ev": [10.0407, 7.4913], "e_homo_ha": [-0.344, -0.296], "e_lumo_ha": [0.0249, -0.0212]}

***

Here is how they stack up, most stable first: <A>, <B>.

***

<A>
{"formula": "C5H8N2S", "method": "wB97M-V/def2-TZVPD", "symbols": ["N", "H", "C", "H", "C", "H", "S", "N", "H", "C", "C", "H", "C", "H", "H", "H"], "coordinates": [[0.77, 1.21, 0.46], [2.68, 1.10, 0.98], [-0.36, -2.24, -0.69], [-1.65, -3.78, -1.56], [-1.74, -0.30, -0.92], [-0.18, 2.88, 1.04], [-2.63, -1.49, -1.76], [-0.59, -0.87, -0.59], [-0.87, 1.94, -0.45], [-1.35, -2.73, -1.47], [1.79, 1.49, 1.41], [0.24, -0.28, -0.23], [-0.15, 2.04, 0.32], [1.94, 2.58, 1.53], [0.56, -2.57, -0.44], [1.55, 1.02, 2.37]], "lowdin_charge": [-0.133, 0.059, -0.174, 0.057, -0.479, 0.091, 0.895, -0.160, 0.029, -0.370, -0.131, 0.098, -0.031, 0.083, 0.072, 0.094], "orbital_gap_ev": 9.2040, "e_homo_ha": -0.304, "e_lumo_ha": 0.0344}

***

<B>
{"formula": "C5H8N2S", "method": "wB97M-V/def2-TZVPD", "symbols": ["H", "C", "C", "N", "C", "C", "H", "N", "C", "H", "H", "H", "S", "H", "H", "H"], "coordinates": [[-0.92, -0.58, 1.95], [1.61, 0.34, 0.07], [-0.79, -1.27, -2.09], [-2.39, 1.55, 1.47], [0.34, -0.62, 0.25], [-1.41, 1.07, 0.82], [-1.13, -1.53, -3.07], [-0.59, 0.01, 1.20], [-0.34, -0.99, -1.01], [2.05, 0.52, 1.02], [2.38, -0.32, -2.13], [-1.24, 1.48, -0.18], [2.92, -0.52, -0.88], [0.78, -1.44, 0.77], [-2.65, 1.15, 2.35], [1.39, 1.16, -0.54]], "lowdin_charge": [0.128, -0.479, 0.128, 0.073, -0.389, -0.315, 0.037, 0.005, -0.113, 0.055, -0.125, 0.119, 0.683, 0.125, 0.022, 0.045], "smiles": "[H]/N=C\\N[C@@H](C#C)CS", "orbital_gap_ev": 9.8280, "e_homo_ha": -0.334, "e_lumo_ha": 0.0275}

***

<C>
{"formula": "C5H8N2S", "method": "wB97M-V/def2-TZVPD", "symbols": ["H", "N", "H", "H", "C", "H", "C", "C", "H", "S", "C", "N", "H", "H", "C", "H"], "coordinates": [[0.36, 1.82, -0.86], [2.73, -2.19, 1.12], [2.16, -2.99, 0.95], [3.00, 2.42, -0.74], [-1.70, 0.47, -0.38], [-1.46, 1.42, 0.09], [-0.55, -0.37, 0.16], [2.51, 1.46, -0.60], [-2.85, 0.10, -0.27], [3.65, 0.17, -0.08], [2.93, -1.21, 0.42], [0.77, 0.04, -0.04], [-0.66, -1.39, -0.30], [-1.62, 0.57, -1.47], [1.15, 1.13, -0.54], [-0.62, -0.61, 1.32]], "lowdin_charge": [0.114, 0.123, 0.076, 0.035, -0.126, 0.049, -0.355, -0.404, 0.122, 0.994, -0.518, -0.077, 0.102, 0.066, -0.339, 0.138], "orbital_gap_ev": [6.8851, 6.8867], "e_homo_ha": [-0.254, -0.254], "e_lumo_ha": [-0.0013, -0.0012]}

***

Here is how they stack up, most stable first: <B>, <A>, <C>.